{"formula": "C4H6N2S2", "method": "ωB97M-V with the def2-TZVPD basis set", "species": ["C", "C", "H", "H", "S", "H", "C", "H", "N", "H", "N", "H", "S", "C"], "positions_angstrom": [[-0.3372, -0.6306, 0.5840], [-1.0031, 0.1079, -0.5812], [-0.4695, -0.0791, -1.4882], [-2.9595, -1.1914, -0.9658], [3.3017, 0.0131, -0.5845], [1.4233, 2.1023, -0.0716], [1.7773, 0.0780, -0.0118], [-0.9405, -1.2411, 1.2595], [1.0701, 1.2024, 0.2208], [1.1037, -1.9333, 0.0645], [1.0008, -1.0038, 0.4074], [-0.8520, 1.5827, 1.1163], [-2.8016, 0.1179, -0.4730], [-0.3134, 0.8749, 0.5237]], "mulliken_charge": [-0.1822, -0.3178, 0.3859, 0.1393, -0.3973, 0.2120, -0.0302, 0.4005, -0.1248, 0.2514, -0.1586, 0.4278, -0.2416, -0.3644], "total_charge": 0, "smiles": "S=C1N[C@@H]2[C@@H](S)[C@@H]2N1", "e_tot_ha": -1061.875308, "spin_multiplicity": 1, "relative_energy_kj_mol": 107.3}



{"formula": "C7H11NO2S", "method": "ωB97M-V with the def2-TZVPD basis set", "species": ["C", "N", "O", "C", "H", "H", "C", "H", "H", "H", "H", "H", "S", "C", "C", "O", "H", "H", "H", "H", "C", "C"], "positions_angstrom": [[0.7190, -1.0146, 0.4049], [-1.5655, 1.0320, -0.4063], [-0.8513, 2.9104, 1.1551], [-1.2258, -2.2792, -0.2181], [-0.6662, -3.0658, 0.2204], [-0.5839, 1.0561, 2.8317], [-0.3486, -1.0585, -0.3616], [-1.6245, -2.7704, -1.0834], [0.8457, -1.9885, 1.1042], [1.7879, 2.2973, -0.1090], [1.5939, 0.3080, 1.6220], [1.1889, 0.2919, -2.1288], [-0.6119, 1.5878, 0.6768], [0.5409, 0.8682, -1.5540], [1.0793, 1.3605, -0.1476], [-0.6741, 0.6546, 2.0369], [-2.1064, -1.9474, 0.3891], [0.3296, 1.7957, -2.1278], [2.6172, -0.1921, 0.2589], [-1.3873, -0.2023, -1.9231], [1.6571, 0.2070, 0.5473], [-0.7138, 0.1493, -1.1875]], "mulliken_charge": [-0.6584, -0.6437, -0.7295, -1.6679, 0.4334, 0.2925, 0.9091, 0.3836, 0.0778, 0.3606, 0.3879, 0.4679, 1.0845, -1.1015, -0.0829, -0.4532, 0.2898, 0.3489, 0.4810, 0.5763, -0.9162, 0.1602], "total_charge": 0, "e_tot_ha": -876.623778, "spin_multiplicity": 1, "relative_energy_kj_mol": 267.2}



{"formula": "C23H40N2O3", "method": "ωB97M-V with the def2-TZVPD basis set", "species": ["H", "H", "C", "O", "C", "H", "H", "H", "C", "H", "H", "C", "H", "H", "H", "C", "H", "H", "H", "C", "H", "H", "H", "H", "H", "C", "H", "H", "C", "C", "H", "C", "H", "H", "C", "H", "C", "C", "C", "H", "C", "H", "C", "C", "C", "N", "H", "N", "C", "H", "H", "H", "H", "H", "H", "H", "C", "O", "H", "H", "H", "C", "H", "H", "H", "O", "C", "C"], "positions_angstrom": [[-2.1180, -2.9869, -3.0076], [2.4260, 2.1259, -2.8419], [0.0899, -2.2928, -1.4803], [-4.1875, -1.8491, -0.2706], [-2.6421, -0.3596, 0.7756], [-3.4194, 1.9337, 2.2451], [-1.9030, -4.7276, -2.8790], [-1.0821, -0.3876, -1.8251], [4.6924, 2.0662, -0.2412], [-0.2869, -1.0348, -3.2815], [-0.2117, -3.1935, 0.4498], [1.1697, 0.7404, -1.0782], [-0.1775, 1.7922, 3.0310], [5.1760, 1.1220, -0.5029], [5.3095, 2.8786, -0.6303], [-3.2063, 2.0630, 1.1837], [-2.3401, 1.4550, -1.3312], [0.2922, -3.5179, -3.2408], [3.7827, 1.0097, -2.6277], [-0.6085, -2.3446, -0.1231], [1.2354, 1.9291, 1.2152], [2.6714, 3.6999, 0.5668], [-2.2179, -1.6244, 2.5027], [-4.5710, 0.5245, 0.5434], [2.2483, -2.2012, -2.0285], [-3.3645, 1.1322, -1.1240], [-3.8266, -0.9042, 2.4995], [1.4647, -0.7657, 3.5339], [-1.6886, -3.7780, -2.3851], [-0.1789, -3.5670, -2.2556], [-2.0353, -4.6015, -0.4189], [-2.3709, -3.7473, -1.0197], [0.8028, 2.4335, 5.1597], [0.2687, -4.4156, -1.7250], [-0.2315, -0.9593, -2.1931], [3.0643, 0.0775, -0.3249], [3.3950, 1.9955, -2.3576], [1.5379, -1.7756, -1.3164], [2.6723, 3.5108, -0.5091], [-2.1493, 2.3258, 1.0697], [-3.0187, -1.6205, -0.0001], [-3.4516, -3.7939, -1.1115], [3.2842, 2.1469, -0.8383], [-3.5342, 0.8186, 0.3610], [-2.7779, -0.7179, 2.2612], [-2.0340, -2.5226, -0.3043], [-1.6126, -0.0570, 0.5658], [1.0652, -0.4401, -1.7390], [0.8387, -0.1715, 2.8598], [1.6483, 3.5799, -0.8729], [-3.7929, 2.9134, 0.8325], [-0.3831, -1.4451, 0.4430], [1.7794, 0.8632, 5.1940], [-2.4138, 0.0832, 2.9037], [3.2656, 4.2986, -0.9786], [-0.0908, -0.7223, 2.6973], [2.4390, 0.9729, -0.2735], [1.4987, -0.1036, 1.5925], [2.8439, 1.4643, 1.8052], [4.0765, 2.7478, -2.7595], [4.6821, 2.1534, 0.8464], [1.0672, 1.4998, 4.6809], [-3.5993, 0.2658, -1.7443], [-4.0342, 1.9410, -1.4217], [1.9426, -1.8167, -0.3051], [0.2849, 1.5833, -1.1438], [2.0059, 1.1577, 1.1716], [0.5398, 1.1399, 3.5211]], "mulliken_charge": [0.3355, 0.3096, 1.8121, -0.6976, 3.5337, 0.3543, 0.4326, -0.3357, -1.8713, 0.2827, 0.2551, -0.5948, 0.2002, 0.4247, 0.4782, -1.3853, 0.1302, 0.4665, 0.3159, -0.4747, 0.5014, 0.2906, 0.4091, 0.3349, 0.3087, -1.3267, 0.3718, 0.4142, -0.6130, -1.1749, 0.3619, -1.0744, 0.2958, 0.3330, -0.4431, 0.9353, -1.7777, -1.0751, -1.6520, 0.1311, 0.0331, 0.5532, 1.6096, 0.4000, -2.3038, 0.3760, -1.6258, 0.2605, -0.1996, 0.2918, 0.4468, -0.7571, 0.2798, 0.5327, 0.4903, -0.1171, 0.9455, -0.2749, 0.3803, 0.5350, 0.3314, -0.9211, 0.3056, 0.5218, 0.2646, -0.6987, -1.2936, 0.1106], "total_charge": 0, "smiles": "C=CCOC[C@@H](C(=O)N1CC2(CCCN(C(=O)[C@H](C)C(C)C)C2)C1)C(C)(C)C", "e_tot_ha": -1235.625909, "spin_multiplicity": 1, "relative_energy_kj_mol": 184.2}



{"formula": "C2Cl2F4O2S", "method": "ωB97M-V with the def2-TZVPD basis set", "species": ["Cl", "Cl", "F", "C", "F", "O", "O", "S", "C", "F", "F"], "positions_angstrom": [[-1.1832, 0.5979, -2.1416], [-1.3115, -1.5517, 1.1546], [1.1474, -1.2005, 0.7089], [0.0927, -0.4885, -1.5861], [-0.0248, -1.6728, -2.3013], [-1.6344, 1.3001, 1.4440], [0.5955, 0.7984, 2.4093], [-0.2248, 0.9504, 1.3014], [-0.0239, -0.6688, 0.3887], [0.4285, 1.9764, 0.2454], [1.3219, 0.0580, -1.6913]], "mulliken_charge": [-0.0841, -0.0847, -0.1833, 0.5234, -0.1860, -0.5073, -0.4714, 1.1016, 0.2570, -0.2010, -0.1641], "total_charge": 0, "e_tot_ha": -1944.639720, "spin_multiplicity": 1}



{"formula": "C9H8N2O", "method": "ωB97M-V with the def2-TZVPD basis set", "species": ["C", "O", "C", "H", "C", "H", "C", "H", "N", "H", "H", "H", "C", "C", "H", "C", "N", "H", "C", "C"], "positions_angstrom": [[-2.0130, 0.5546, -0.0507], [-2.9424, -1.6271, -0.2152], [0.4607, 0.6566, 0.0515], [-3.7001, 1.7345, 0.6788], [0.5394, -0.8256, 0.1134], [3.7927, -1.3880, -0.2915], [2.8801, 0.6173, -0.0862], [3.8951, 1.1805, -0.0154], [-0.6394, -1.4418, 0.3068], [1.6545, 2.4067, -0.1637], [-0.6984, -2.5002, 0.4767], [1.6115, -2.5742, -0.2746], [1.7023, 1.3396, -0.0322], [1.6879, -1.5236, -0.0043], [-4.0469, 0.2302, -0.4418], [-0.9102, 1.3106, 0.1428], [-3.3308, 1.0926, -0.1618], [-0.9574, 2.4218, 0.1237], [-1.8910, -0.9251, 0.0004], [2.9055, -0.7394, -0.1566]], "mulliken_charge": [0.2898, -0.7124, 0.7147, 0.2492, 0.4515, 0.3369, -0.5127, 0.2472, -0.0964, 0.3893, 0.2812, 0.3367, -0.5360, -0.7841, 0.3203, -0.8150, -0.6119, 0.3199, 0.5149, -0.3833], "total_charge": 0, "smiles": "Nc1cc2ccccc2[nH]c1=O", "e_tot_ha": -532.484755, "spin_multiplicity": 1, "relative_energy_kj_mol": 110.3}



{"formula": "C5H12O2", "method": "ωB97M-V with the def2-TZVPD basis set", "species": ["H", "H", "C", "H", "C", "C", "O", "C", "C", "H", "H", "H", "O", "H", "H", "H", "H", "H", "H"], "positions_angstrom": [[1.0262, -2.0596, -1.4543], [-2.6084, 0.4992, 0.7023], [1.6455, -1.3275, -0.9071], [-0.6902, 2.5041, -0.0019], [-0.3507, 0.3740, -0.8204], [-0.3892, 1.7854, 0.7496], [1.7387, -1.6565, 0.4666], [-1.9226, -0.2950, 1.0250], [1.0956, 0.0799, -1.1379], [1.7652, 0.7892, -0.6285], [-1.0029, -0.3737, -1.3035], [-2.0159, -0.4583, 2.1025], [-0.5808, 0.0639, 0.7439], [2.6645, -1.3996, -1.3083], [-0.9719, 1.9106, 1.6698], [-2.1690, -1.2144, 0.4834], [0.9133, -1.3633, 0.8749], [0.6760, 1.8225, 0.9531], [1.1766, 0.3191, -2.2094]], "mulliken_charge": [0.2771, 0.3721, -0.4465, 0.2665, -0.5897, -0.6945, -0.5698, -0.7950, -0.5619, 0.2491, 0.2858, 0.2529, -0.1627, 0.3335, 0.3742, 0.3344, 0.3867, 0.3459, 0.3420], "total_charge": 0, "e_tot_ha": -347.957098, "spin_multiplicity": 1, "relative_energy_kj_mol": 650.4}



Number 1: orbital gap 9.0 eV, highest occupied orbital energy -8.429 eV, LUMO level 0.575 eV. Number 2: orbital gap 9.5 eV, highest occupied orbital energy -8.957 eV, LUMO level 0.550 eV. Number 3: orbital gap 9.7 eV, highest occupied orbital energy -9.074 eV, LUMO level 0.647 eV. Number 4: orbital gap 11.3 eV, highest occupied orbital energy -11.436 eV, LUMO level -0.124 eV. Number 5: orbital gap 8.3 eV, highest occupied orbital energy -8.118 eV, LUMO level 0.187 eV. Number 6: orbital gap 7.7 eV, highest occupied orbital energy -6.924 eV, LUMO level 0.765 eV.